# 1
C7H14O | ωB97M-V/def2-TZVPD

Output
Lowest unoccupied orbital energy   0.035 Eh
Total charge   0
SMILES   CC(C)=C(C)O.C=C
Electronic energy   -9531.7040 eV
E_HOMO   -7.889 eV
Largest force on an atom   2.46 eV Å⁻¹

Each line ends with the Löwdin charge.
Element x y z (Å)
C 0.196 0.478 -0.745  -0.33
C 0.952 -0.874 1.652  -0.05
C 0.968 -0.227 -1.826  -0.07
C 0.717 1.823 -0.300  -0.06
C -1.757 -1.091 -1.049  -0.02
C 0.141 -0.283 2.545  -0.10
C -1.062 0.090 -0.433  -0.41
O -1.744 0.634 0.596  0.00
H 0.665 -1.780 1.140  0.06
H 1.945 -0.506 1.456  0.07
H 1.911 0.265 -2.036  0.07
H 1.731 2.006 -0.673  0.07
H 0.403 -0.257 -2.758  0.08
H 1.195 -1.255 -1.549  0.07
H 0.066 2.642 -0.638  0.09
H 0.789 1.905 0.789  0.06
H -2.747 -1.185 -0.608  0.08
H -1.203 -2.012 -0.853  0.08
H -1.860 -0.974 -2.128  0.08
H 0.536 0.412 3.273  0.06
H -0.786 -0.755 2.840  0.06
H -1.056 0.943 1.305  0.11

---

# 2
C7H14O | ωB97M-V/def2-TZVPD

Output
Lowest unoccupied orbital energy   0.026 Eh
Total charge   0
SMILES   C=C(C)C(=C)CC.O
Electronic energy   -9530.0198 eV
E_HOMO   -9.056 eV
Largest force on an atom   5.49 eV Å⁻¹

Each line ends with the Löwdin charge.
Element x y z (Å)
C 1.828 0.287 1.572  -0.16
C 1.166 0.259 0.256  -0.18
C 0.510 -1.221 0.114  -0.27
C 0.425 -2.024 1.169  0.05
C -1.289 -0.675 -1.379  0.02
C -0.322 -1.483 -1.043  -0.36
C 0.073 -2.739 -1.878  -0.04
H 2.679 0.982 1.522  0.07
H 2.013 -0.596 2.209  0.05
H 1.060 0.804 2.393  0.14
H 0.247 0.806 0.117  0.09
H 1.876 0.351 -0.592  0.12
H 0.886 -1.767 2.026  -0.02
H 0.020 -3.124 1.229  0.12
H -1.700 0.136 -0.845  0.04
H -2.020 -0.617 -2.252  0.09
H -0.334 -3.612 -1.332  0.08
H -0.153 -2.737 -2.915  0.05
H 1.225 -2.863 -1.791  0.10
H -2.115 6.373 0.733  0.00
H -3.130 6.655 -0.151  0.08
O -2.944 6.805 0.838  -0.08

---

# 3
C7H14O | ωB97M-V/def2-TZVPD

Output
Lowest unoccupied orbital energy   -0.019 Eh
Total charge   0
Electronic energy   -9526.5115 eV
E_HOMO   -7.425 eV
Largest force on an atom   4.91 eV Å⁻¹

Each line ends with the Löwdin charge.
Element x y z (Å)
C 0.006 -2.264 -0.878  -0.14
C -1.345 -1.734 -0.410  -0.30
C -1.415 -0.658 0.672  -0.21
C -0.886 0.708 0.407  -0.12
C -0.811 1.157 -0.938  -0.06
C 0.464 1.744 -0.475  -0.21
C 1.162 2.405 0.573  -0.04
H -0.128 -3.189 -1.459  0.07
H 0.535 -1.603 -1.512  0.03
H 0.693 -2.390 0.093  0.10
H -1.890 -1.347 -1.343  0.12
H -1.828 -2.662 -0.053  0.10
H -2.510 -0.785 0.932  0.14
H -0.926 -1.214 1.488  0.11
H -1.060 1.418 1.236  0.13
H -1.460 1.794 -1.466  0.11
H 1.141 1.495 -1.240  0.10
H 0.548 2.984 1.276  0.05
H 2.188 2.772 0.481  0.05
H 1.891 0.390 0.867  0.04
H 2.962 -0.843 0.506  0.02
O 2.099 -0.621 0.811  -0.10

---

# 4
C7H14O | ωB97M-V/def2-TZVPD

Output
Lowest unoccupied orbital energy   0.011 Eh
Total charge   0
SMILES   C=C/C=C(/C)CC.O
Electronic energy   -9530.9767 eV
E_HOMO   -8.058 eV
Largest force on an atom   7.60 eV Å⁻¹

Each line ends with the Löwdin charge.
Element x y z (Å)
C -2.428 -0.196 -0.950  -0.09
C -1.163 0.667 -0.814  -0.24
C -0.439 0.290 0.445  -0.24
C 0.599 -0.749 0.421  -0.14
C 1.199 -1.301 -0.697  -0.23
C 2.438 -1.940 -0.562  0.00
C -0.968 0.757 1.811  -0.05
H -2.169 -1.167 -0.500  0.07
H -3.328 0.224 -0.386  0.09
H -2.769 -0.409 -1.990  0.08
H -1.562 1.605 -0.597  0.08
H -0.556 0.754 -1.665  0.09
H 0.949 -0.893 1.445  0.11
H 0.715 -1.137 -1.685  0.11
H 3.056 -2.504 -1.443  0.10
H 2.742 -2.123 0.526  0.07
H -1.172 0.035 2.563  0.06
H -0.295 1.553 2.260  0.10
H -1.915 1.258 1.645  0.06
H 1.800 2.317 -0.074  0.04
H 2.559 0.984 0.137  0.03
O 2.707 1.976 0.109  -0.10

---

# 5
C7H14O | ωB97M-V/def2-TZVPD

Output
Lowest unoccupied orbital energy   -0.109 Eh
Total charge   0
Electronic energy   -9527.8271 eV
E_HOMO   -6.910 eV
Largest force on an atom   3.59 eV Å⁻¹

Each line ends with the Löwdin charge.
Element x y z (Å)
C -1.587 1.277 0.041  -0.13
C -1.391 0.041 0.910  -0.24
C -0.346 -0.794 0.205  -0.20
C 1.010 -0.236 -0.078  -0.13
C 1.367 -0.109 -1.543  0.00
C 1.713 -0.389 2.388  0.16
C 1.918 -0.166 1.007  -0.09
H -2.353 1.946 0.451  0.07
H -0.651 1.858 -0.091  0.08
H -1.850 0.984 -1.007  0.03
H -2.388 -0.492 0.972  0.14
H -1.099 0.393 1.908  0.09
H -0.800 -0.884 -0.758  0.06
H -0.270 -1.768 0.651  0.13
H 1.372 -1.043 -2.130  0.13
H 0.540 0.355 -1.996  0.05
H 2.608 -0.282 3.016  0.08
H 0.694 -0.671 2.716  0.08
H 2.926 0.213 0.713  0.12
H 2.301 0.511 -1.707  0.11
H -1.988 -0.560 -3.278  -0.08
O -1.725 -0.182 -2.391  -0.47

---

# 6
C7H14O | ωB97M-V/def2-TZVPD

Output
Lowest unoccupied orbital energy   0.034 Eh
Total charge   0
SMILES   C=CCC.C=CCO
Electronic energy   -9531.6419 eV
E_HOMO   -9.521 eV
Largest force on an atom   1.18 eV Å⁻¹

Each line ends with the Löwdin charge.
Element x y z (Å)
C -1.822 1.180 -0.032  -0.27
O -1.716 0.796 1.343  -0.08
C -2.711 0.218 -0.749  -0.16
C -3.516 0.621 -1.724  0.00
H -0.838 1.226 -0.509  0.10
H -2.251 2.188 -0.074  0.12
H -1.086 1.397 1.738  0.07
H -2.583 -0.835 -0.528  0.10
H -4.071 -0.075 -2.334  0.05
H -3.565 1.680 -1.944  0.06
C 2.468 -1.902 1.401  -0.11
C 1.448 -0.920 0.800  -0.28
C 2.098 0.234 0.126  -0.22
C 1.979 0.508 -1.172  -0.01
H 3.130 -1.420 2.123  0.07
H 1.959 -2.725 1.902  0.07
H 3.101 -2.303 0.609  0.07
H 0.832 -0.466 1.584  0.10
H 0.761 -1.493 0.178  0.11
H 2.603 0.944 0.776  0.10
H 2.259 1.400 -1.715  0.05
H 1.520 -0.255 -1.798  0.06

---

# 7
C7H14O2 | ωB97M-V/def2-TZVPD

Output
Lowest unoccupied orbital energy   0.031 Eh
Total charge   0
SMILES   C=CC[C@@H](C)C(C)(O)O
Electronic energy   -11580.7220 eV
E_HOMO   -9.663 eV
Largest force on an atom   0.45 eV Å⁻¹

Each line ends with the Löwdin charge.
Element x y z (Å)
C -0.502 -0.604 1.319  -0.63
C -0.901 0.057 -0.023  -0.29
C -0.121 1.351 -0.330  -0.16
C 0.940 -1.100 1.405  0.01
C -0.848 -0.929 -1.187  -0.05
C 1.173 1.154 -1.053  -0.20
C 1.414 1.621 -2.264  0.01
O -1.312 -1.731 1.562  0.01
O -0.754 0.367 2.312  0.01
H -0.513 -0.004 3.169  0.11
H -2.238 -1.466 1.509  0.11
H -1.947 0.355 0.130  0.14
H -0.760 1.992 -0.940  0.12
H 0.062 1.864 0.618  0.12
H 1.944 0.608 -0.529  0.09
H 1.185 -1.704 0.538  0.09
H 1.618 -0.256 1.481  0.08
H 1.039 -1.720 2.294  0.09
H -1.341 -0.497 -2.054  0.09
H 0.179 -1.153 -1.461  0.07
H -1.349 -1.857 -0.922  0.08
H 0.672 2.174 -2.818  0.06
H 2.362 1.477 -2.756  0.05

---

# 8
C7H14O2 | ωB97M-V/def2-TZVPD

Output
Lowest unoccupied orbital energy   0.034 Eh
Total charge   0
SMILES   C=CCCOCCOC
Electronic energy   -11577.6860 eV
E_HOMO   -8.654 eV
Largest force on an atom   1.61 eV Å⁻¹

Each line ends with the Löwdin charge.
Element x y z (Å)
C 3.582 -0.309 -0.035  0.00
C 2.323 -0.146 0.405  -0.20
C 1.455 1.048 0.113  -0.18
C 0.437 0.586 -0.942  -0.22
O -0.744 1.349 -1.019  -0.12
C -1.523 1.423 0.161  -0.19
C -1.864 0.096 0.811  -0.21
O -2.642 -0.697 -0.059  -0.16
C -2.161 -1.994 -0.335  -0.11
H 4.316 0.474 0.137  0.06
H 3.887 -1.203 -0.568  0.05
H 1.831 -0.923 0.993  0.10
H 0.968 1.380 1.035  0.10
H 2.062 1.871 -0.265  0.12
H 0.236 -0.485 -0.830  0.10
H 0.914 0.688 -1.918  0.13
H -1.051 2.098 0.884  0.12
H -2.458 1.895 -0.144  0.13
H -0.978 -0.430 1.182  0.11
H -2.474 0.334 1.692  0.13
H -2.718 -2.756 0.219  0.09
H -1.096 -2.105 -0.116  0.07
H -2.301 -2.193 -1.399  0.09

---

Going through the records in order, we get HOMO-LUMO gap values of 8.9; 9.8; 6.9; 8.4; 3.9; 10.4; 10.5; 9.6 eV.
Going through the records in order, we get energy above the lowest of the compared OMol25 structures with the same formula, charge and spin values of 47.6; 86.4; 167.3; 64.3; 137.0; 49.0; 13.5; 83.5 kcal per mole.